[1]
This record from the OMol25 dataset describes C40H51N8O3P2ReTe as an isolated structure. The level of theory is ωB97M-V/def2-TZVPD.

gap between HOMO and LUMO (spin up / spin down) = 5.33 / 7.44 eV
ΔE to the lowest compared entry with this formula, charge and spin = 0.0 kcal per mole
multiplicity = 4
max |F| = 0.588 eV Å⁻¹
net charge = +1

Last column: Mulliken charge in e.
CARTESIAN COORDINATES (ANGSTROEM)
H1 -3.417 3.071 3.995  0.507
C1 -0.161 -0.664 2.954  -1.041
H2 2.008 1.161 -2.011  0.433
C2 -2.051 -2.040 -4.630  -1.012
H3 2.560 -4.898 1.976  0.428
H4 1.852 -3.550 -3.234  0.254
H5 0.279 1.290 2.854  -0.434
C3 -0.783 -0.241 -3.648  0.275
C4 -1.383 -1.845 -5.830  -0.552
H6 -1.447 -3.387 3.073  0.406
C5 -0.910 -2.062 1.449  -0.534
H7 4.485 -2.602 4.240  0.369
O1 -0.148 2.130 1.412  1.175
H8 0.591 0.767 -4.948  0.480
C6 -0.138 -0.029 -4.864  -0.730
C7 2.643 0.456 -2.527  -0.352
H9 3.960 1.982 -3.248  0.505
H10 1.747 0.693 0.204  -0.646
C8 2.548 -3.844 1.719  -0.510
C9 0.598 -2.085 4.834  -1.188
C10 -5.786 -2.114 -0.274  0.342
C11 1.180 3.257 -0.229  -0.416
H11 0.278 -1.370 5.592  0.398
C12 0.960 4.089 2.024  -0.856
H12 -1.615 -2.469 -6.684  0.446
C13 1.765 -2.063 0.311  0.315
H13 -4.127 -0.623 2.519  0.313
C14 2.914 -3.306 -3.145  -1.456
C15 -2.561 2.759 3.395  -1.534
H14 0.328 -3.077 5.187  0.389
C16 -0.520 0.678 -2.485  -0.419
H15 5.003 -3.973 3.265  0.438
C17 -3.638 2.233 -2.160  -1.429
H16 -3.572 4.184 1.005  0.448
O2 -0.595 1.883 -2.672  -0.550
Re1 -1.497 0.948 0.485  0.961
H17 -0.065 -4.172 -0.246  0.417
H18 -4.222 1.339 -1.941  0.274
H19 -2.963 2.026 -2.986  0.288
H20 3.422 -3.797 -3.973  0.554
C18 3.170 -1.824 -3.169  0.536
O3 -1.278 -2.530 0.391  -0.664
C19 4.129 -3.432 3.631  -1.825
H21 3.836 -0.892 2.701  0.429
N1 -2.963 -0.298 -0.163  0.935
H22 0.086 -0.690 -6.886  0.447
C20 3.291 -2.949 2.480  0.447
N2 0.238 0.481 3.491  0.187
C21 2.641 0.310 0.686  -1.147
H23 -1.316 4.679 -0.324  0.321
H24 1.402 -4.736 -1.054  0.217
C22 3.254 -1.608 2.130  -0.487
H25 -5.231 2.650 2.097  0.687
H26 3.480 0.467 0.006  0.691
N3 -0.701 -0.728 1.718  0.724
N4 -4.717 -1.766 -0.987  -0.863
C23 3.745 0.921 -3.228  -0.889
H27 -2.630 4.996 -1.478  0.635
C24 2.525 -1.142 1.037  0.303
H28 -4.538 0.502 3.829  0.556
H29 0.211 -3.603 2.444  0.173
H30 -4.811 3.790 -0.171  0.595
C25 -3.831 -1.008 -0.511  0.319
C26 2.363 -0.904 -2.497  1.093
H31 2.608 4.177 -1.454  0.507
H32 1.684 -2.040 4.715  0.322
C27 4.559 0.022 -3.899  -0.959
N5 -0.256 0.156 -1.229  0.740
H33 -1.180 4.093 -1.991  0.213
H34 3.290 -3.751 -2.219  0.218
H35 -4.315 3.040 -2.442  0.566
H36 0.444 3.972 2.964  0.447
H37 -2.812 -2.804 -4.543  0.501
Te1 0.658 -1.623 -1.455  0.789
C28 -1.869 4.275 -1.172  -1.513
C29 4.270 -1.332 -3.867  -0.862
H38 3.353 5.801 0.340  0.415
C30 0.966 -4.484 -0.086  -1.806
H39 -1.801 2.336 4.051  0.308
C31 2.572 5.082 0.528  -0.926
H40 5.420 0.375 -4.452  0.431
P1 -3.070 1.514 2.174  0.734
C32 1.950 4.996 1.782  -0.656
N6 0.517 3.271 0.987  0.530
H41 -2.259 -1.399 -2.593  0.182
C33 -1.744 -1.245 -3.535  0.180
C34 1.771 -3.432 0.642  0.392
C35 -0.565 -2.874 2.684  -0.441
C36 2.161 4.162 -0.469  -0.953
H42 3.570 -4.117 4.269  0.424
H43 0.775 0.479 4.341  0.319
H44 0.778 2.572 -0.960  0.712
C37 -4.520 2.268 1.361  -0.771
N7 -0.083 -1.842 3.580  0.429
N8 -6.731 -2.431 0.307  -0.548
H45 -5.022 1.479 0.794  0.284
H46 -2.941 -0.270 3.791  0.239
H47 0.944 -5.401 0.501  0.441
H48 2.242 5.653 2.591  0.408
C38 -0.426 -0.843 -5.946  -0.865
H49 4.905 -2.030 -4.399  0.471
H50 -2.133 3.625 2.892  0.319
C39 -3.736 0.156 3.176  -1.292
H51 2.832 0.908 1.577  0.736
C40 -4.005 3.362 0.428  -1.119
P2 -2.680 2.726 -0.694  1.280

[2]
This record from the OMol25 dataset describes a 8-piece molecular cluster, C40H52O17 overall. The level of theory is ωB97M-V/def2-TZVPD.

gap between HOMO and LUMO = 8.27 eV
multiplicity = 1
SMILES string = COCc1cccc2c1C(=O)C=CC2=O.O=C1CCCO1.O=C1CCCO1.O=C1CCCO1.O=C1CCCO1.O=C1CCCO1.O=C1CCCO1.O=C1CCCO1
max |F| = 0.968 eV Å⁻¹

Last column: Mulliken charge in e.
CARTESIAN COORDINATES (ANGSTROEM)
O1 -5.441 -4.352 3.553  -0.371
O2 -2.710 7.666 -4.068  -0.566
O3 3.515 -2.929 -2.468  -0.560
O4 1.514 3.457 4.624  -0.391
H1 2.294 -0.254 2.154  0.504
H2 1.921 -2.251 3.569  0.481
C1 -3.595 -2.941 3.179  -0.510
H3 5.537 -6.032 -3.661  0.275
H4 3.026 3.443 3.215  0.318
H5 -2.441 9.905 -2.304  0.278
H6 -1.352 -0.219 -3.638  0.295
C2 0.682 -2.422 -1.606  0.801
O5 -3.778 1.004 -5.443  -0.577
H7 -0.882 -10.775 2.959  0.343
C3 0.566 -3.377 0.593  0.630
H8 1.300 4.886 1.663  0.073
H9 1.919 -1.163 -2.807  0.385
C4 -1.170 -1.286 -3.776  -0.661
H10 1.146 -10.120 1.719  0.266
H11 5.444 -4.494 -1.031  0.268
H12 -5.501 -2.879 2.111  0.251
C5 -0.166 4.298 3.204  -0.375
C6 -0.984 -9.992 2.211  -0.542
H13 -2.333 6.783 0.043  0.289
O6 0.053 -3.964 2.813  -0.568
C7 5.299 -4.554 -2.110  -0.433
C8 -4.377 -5.173 3.373  0.352
H14 -1.030 3.831 2.741  0.315
C9 5.265 -6.000 -2.606  -0.520
C10 0.182 -8.424 0.864  0.520
C11 2.184 7.647 1.147  0.428
H15 -0.344 -8.488 3.664  0.254
O7 2.469 7.093 2.347  -0.296
H16 1.079 3.151 1.870  0.171
H17 3.503 8.071 -0.500  0.306
C12 0.660 -3.229 2.068  0.022
C13 -2.495 7.866 -2.908  0.614
H18 0.067 -10.514 0.357  0.313
H19 6.043 -3.949 -2.618  0.326
C14 -1.456 8.560 -0.886  -0.163
C15 -5.115 -3.018 3.123  -0.445
C16 1.115 4.106 2.397  -0.066
H20 -4.225 3.642 -5.973  0.313
C17 0.361 -3.688 -2.090  -0.399
C18 -1.766 9.048 -2.299  -0.644
C19 3.791 -6.351 -2.441  -0.401
H21 4.849 6.707 0.913  0.282
C20 3.899 -4.063 -2.434  0.439
O8 0.734 -7.888 -0.055  -0.541
O9 0.197 -1.622 -3.826  -0.463
C21 0.861 -1.294 -2.615  -1.117
C22 3.842 7.357 2.701  -0.368
C23 -3.141 4.239 -4.166  -0.100
H22 -3.584 5.120 -3.713  0.100
H23 -5.601 -2.307 3.786  0.332
C24 4.545 7.644 1.381  -0.619
H24 -0.372 5.351 3.402  0.201
C25 -4.129 3.360 -4.928  -0.607
C26 3.427 8.286 0.562  -0.392
H25 3.552 -6.709 -1.438  0.217
H26 3.446 -7.085 -3.165  0.306
H27 0.422 -0.385 -2.227  0.517
H28 -1.395 9.351 -0.141  0.439
H29 -3.177 -2.198 2.502  0.318
H30 -2.013 -8.276 3.109  0.298
H31 -0.871 9.280 -2.869  0.290
H32 0.267 -3.821 -3.155  0.534
O10 -4.431 -6.350 3.582  -0.576
C27 1.708 -1.087 1.805  -0.713
C28 1.505 -2.142 2.581  -0.714
C29 0.193 -9.893 1.239  -0.543
O11 -2.605 1.970 -3.802  -0.301
H33 4.249 6.488 3.212  0.368
C30 -3.195 -4.379 2.855  0.119
H34 -1.605 -1.573 -4.727  0.336
C31 -3.515 1.982 -4.806  0.508
H35 2.520 5.044 3.778  0.105
H36 -3.493 8.092 -0.244  0.244
H37 -3.274 -2.690 4.191  0.283
C32 2.169 4.053 3.491  -0.223
H38 -3.192 3.196 -2.245  0.274
H39 -0.510 8.030 -0.885  0.115
O12 -0.587 3.275 5.379  -0.579
O13 -2.927 7.038 -1.925  -0.360
C33 0.137 -4.781 -1.271  -0.722
H40 -1.704 -1.824 -2.986  0.270
O14 0.986 0.121 -0.031  -0.636
C34 -2.603 7.591 -0.632  -0.513
H41 -3.105 -4.548 1.780  0.057
H42 -5.112 3.342 -4.457  0.280
H43 -0.083 -5.737 -1.711  0.523
C35 -1.017 -8.592 2.811  -0.421
H44 5.430 8.265 1.494  0.337
H45 3.862 8.210 3.382  0.228
C36 0.792 -2.254 -0.224  0.559
H46 -2.279 -4.678 3.353  0.192
H47 5.928 -6.673 -2.067  0.324
O15 1.081 7.633 0.682  -0.554
O16 3.088 -5.116 -2.659  -0.246
H48 3.368 9.363 0.719  0.277
C37 1.142 -0.984 0.441  0.532
C38 0.236 -4.625 0.100  -1.169
O17 -0.549 -7.728 1.759  -0.269
C39 -2.575 3.256 -3.145  -0.484
C40 0.168 3.616 4.519  0.425
H49 -1.904 -10.176 1.654  0.275
H50 -2.353 4.573 -4.842  0.232
H51 0.072 -5.462 0.754  0.853
H52 -1.552 3.485 -2.856  0.337

[3]
This record from the OMol25 dataset describes C40H53CaF6N3O4PS2 as an isolated structure at a distorted geometry. The level of theory is ωB97M-V/def2-TZVPD.

gap between HOMO and LUMO = 7.36 eV
multiplicity = 1
max |F| = 2.791 eV Å⁻¹
net charge = +1

Last column: Mulliken charge in e.
CARTESIAN COORDINATES (ANGSTROEM)
H1 -4.985 -0.762 2.934  0.413
C1 -1.142 4.090 3.300  -1.493
H2 1.561 1.308 -3.481  0.130
C2 -1.770 0.080 -3.427  1.885
H3 1.157 -2.739 3.929  0.292
C3 0.242 -0.040 3.480  -0.214
F1 6.022 1.790 2.131  -0.193
H4 0.364 2.014 -4.612  0.181
H5 -4.128 -2.730 2.028  0.443
C4 -0.435 1.923 2.185  0.649
H6 -2.922 -0.922 -1.867  0.023
H7 -2.900 -4.490 -0.369  0.532
C5 -1.837 -4.462 -0.593  -1.013
H8 1.174 5.056 1.933  0.413
C6 -3.032 -0.631 -2.937  -1.373
H9 -2.217 4.000 3.205  0.334
H10 -2.877 0.526 -5.215  0.454
C7 2.443 -6.549 -1.366  -0.747
H11 -1.175 1.218 -5.245  0.305
O1 3.155 -0.105 -2.314  -0.756
F2 4.032 1.253 2.808  -0.165
H12 -5.223 3.166 -1.646  0.508
C8 0.008 2.541 -2.538  2.354
H13 -0.164 -0.091 6.250  0.362
H14 -4.765 0.570 1.861  0.389
C9 -3.387 2.187 -1.662  -0.629
H15 0.181 2.985 -0.473  0.065
H16 -3.937 0.025 -2.973  0.325
H17 3.427 -2.720 0.274  0.193
H18 -3.034 -2.333 3.378  0.483
H19 -0.448 -1.728 -3.230  0.278
C10 0.415 1.295 3.092  -0.248
C11 -3.310 2.630 1.054  -0.651
C12 -4.414 2.861 -1.026  -1.022
H20 1.723 3.408 1.568  0.168
C13 -0.797 -0.766 2.887  0.065
H21 -0.875 3.794 1.233  0.338
H22 -0.355 -1.762 5.686  0.299
H23 -3.250 2.737 2.127  0.661
H24 -3.143 -1.546 -3.559  0.546
H25 1.048 -1.291 6.636  0.458
F3 5.284 0.279 -4.602  -0.189
C14 1.194 -0.628 4.544  -0.102
C15 1.874 -1.948 4.160  -1.276
H26 -1.498 3.460 -3.888  0.279
C16 -0.925 3.662 -2.943  -1.847
H27 -1.700 -2.286 -0.415  0.895
F4 6.359 1.687 -3.340  -0.181
H28 1.017 4.158 -1.495  0.616
C17 -1.140 -5.591 -0.929  -0.702
H29 1.575 3.039 -3.865  0.577
C18 -3.107 -2.294 2.289  -2.022
H30 -0.931 -1.781 3.221  0.408
C19 -2.320 1.796 0.484  -0.337
C20 -4.214 -0.059 2.554  -1.399
H31 1.753 2.532 -1.148  -0.086
H32 -0.897 5.145 3.329  0.506
H33 -3.317 -0.787 0.711  -0.478
C21 1.075 -6.673 -1.234  -0.829
C22 -2.075 1.040 -4.595  -1.538
H34 -3.449 2.050 -2.732  0.336
H35 -1.648 -6.535 -0.981  0.465
H36 0.587 -7.641 -1.149  0.404
C23 5.201 1.046 -3.479  0.570
C24 1.073 3.998 2.199  -1.557
H37 2.491 -2.290 5.016  0.454
C25 0.929 -4.213 -0.900  0.088
C26 -1.151 -3.226 -0.573  -0.725
H38 -1.480 -1.615 -4.681  0.669
C27 0.933 2.170 -3.691  -1.867
C28 0.373 -0.944 5.855  -1.537
H39 3.916 -2.874 -1.203  0.193
H40 -3.816 0.555 3.341  0.185
H41 -0.331 4.582 -3.165  0.590
H42 -2.326 -2.954 1.844  0.234
Ca1 1.503 -1.069 -1.009  2.287
C29 2.357 -4.175 -0.903  -0.129
S1 4.630 -0.208 -2.104  0.879
C30 -1.698 -0.189 2.021  0.336
C31 -1.404 1.137 1.479  0.742
C32 -0.363 3.425 2.124  0.516
H43 4.115 -5.210 -1.477  0.488
H44 2.547 -1.855 3.321  0.112
P1 -0.903 0.929 -1.956  1.192
H45 -5.211 3.591 0.862  0.435
N1 5.034 0.591 -0.756  -0.502
H46 -0.020 -0.628 -4.569  0.269
S2 4.292 0.141 0.564  0.965
O2 5.142 -1.585 -2.208  -0.722
F5 4.330 2.719 1.057  -0.229
C33 -0.857 -1.034 -3.998  -1.916
N2 3.052 -2.941 -0.661  -0.076
C34 0.260 -5.527 -1.112  0.904
F6 4.261 1.987 -3.534  -0.147
C35 3.049 -5.311 -1.284  -0.451
C36 -3.078 -0.832 1.808  1.726
H47 -2.506 2.003 -4.295  0.181
H48 1.485 3.824 3.204  0.446
H49 3.051 -7.413 -1.591  0.409
H50 -1.676 3.906 -2.174  0.257
H51 1.251 1.855 3.539  -0.014
O3 2.799 0.190 0.425  -0.302
N3 0.162 -3.058 -0.757  -0.111
C37 -4.416 3.062 0.346  -1.275
H52 -0.870 3.699 4.267  0.266
C38 -2.288 1.632 -0.944  -0.023
H53 1.935 0.140 4.784  0.355
C39 0.820 3.092 -1.365  -1.453
O4 4.726 -1.076 1.193  -0.704
C40 4.754 1.545 1.725  0.453

[4]
This record from the OMol25 dataset describes C40H54ClFeN6O4P2Si2 as an isolated structure at a distorted geometry. The level of theory is ωB97M-V/def2-TZVPD.

gap between HOMO and LUMO (spin up / spin down) = 8.03 / 7.16 eV
multiplicity = 6
max |F| = 1.110 eV Å⁻¹

Last column: Mulliken charge in e.
CARTESIAN COORDINATES (ANGSTROEM)
H1 -3.037 -3.662 1.252  0.516
H2 -2.876 3.942 -3.850  0.469
C1 0.995 1.497 -4.241  -0.772
C2 -1.225 -3.494 0.109  -0.101
H3 -1.467 -1.105 4.487  0.344
P1 -1.526 -1.753 -0.347  2.479
H4 0.471 -4.374 4.073  0.251
H5 -2.530 -3.567 -2.401  0.479
C3 -1.402 -0.228 3.832  -0.805
H6 -3.831 1.522 3.133  0.484
Si1 -2.537 -0.387 2.342  0.517
H7 2.160 2.569 -5.687  0.449
H8 1.791 0.654 4.681  0.210
H9 -4.010 -0.262 -0.119  -0.134
C4 -3.674 2.807 -1.279  -0.975
H10 4.490 -1.751 0.335  0.477
H11 -1.431 4.447 -0.058  0.409
H12 -3.416 0.716 -3.137  0.129
Fe1 0.202 0.115 0.283  0.451
Cl1 1.459 2.955 4.282  -0.228
H13 3.803 -3.274 2.529  0.548
C5 3.455 -1.681 0.003  -1.171
H14 1.006 -2.953 4.978  0.243
H15 -1.604 -2.382 -6.523  0.437
H16 -2.084 2.482 -4.441  0.375
C6 -3.393 1.259 2.165  -1.190
C7 -3.138 -1.910 -1.170  1.088
C8 -1.194 -1.253 -4.749  -1.120
H17 -0.540 -7.134 1.224  0.388
O1 3.451 1.394 2.022  -0.699
C9 -4.176 -1.042 -0.852  -0.114
H18 -0.045 4.288 -1.159  0.246
H19 -4.196 1.257 1.424  0.403
N1 -1.124 1.335 -1.502  0.859
C10 -1.996 3.301 -3.728  -1.403
C11 3.218 -0.127 -3.934  -0.720
H20 -6.574 -2.251 -2.911  0.436
H21 4.153 1.127 -5.406  0.388
H22 -4.841 -0.030 -4.996  0.445
C12 -4.569 -3.008 -2.767  -0.817
C13 -1.886 -5.465 1.340  -0.818
C14 3.257 0.934 -4.829  -0.735
N2 -0.041 2.250 1.131  -0.311
C15 -5.416 -1.166 -1.471  -0.847
C16 1.299 -3.677 4.215  -1.487
C17 -3.338 -2.891 -2.143  -0.572
H23 -4.319 2.058 -1.749  0.316
H24 -0.850 2.754 0.783  -0.122
H25 -4.490 -1.864 1.889  0.328
H26 3.348 1.549 4.551  0.506
C18 -1.685 -0.361 -3.789  1.611
C19 -5.612 -2.152 -2.424  -0.701
H27 -3.421 -2.578 3.114  0.349
O2 1.740 1.233 -0.580  0.169
H28 1.481 3.603 1.468  0.389
N3 1.130 2.942 0.792  -0.001
N4 1.245 -1.827 1.070  1.273
C20 0.151 -5.468 0.060  -0.600
H29 2.023 -1.199 -2.492  0.194
H30 -4.482 -1.230 3.540  0.476
H31 2.154 -4.238 4.588  0.429
C21 2.450 1.044 2.649  0.198
C22 0.951 0.441 -3.333  0.132
H32 -3.942 -1.579 -6.705  0.389
C23 -2.130 -4.159 0.936  -0.746
H33 -2.594 -5.976 1.981  0.459
C24 2.536 -2.130 1.093  -0.116
H34 3.259 -0.644 -0.272  -0.055
C25 1.652 -2.997 2.934  0.701
C26 -0.094 -4.161 -0.343  -0.177
C27 -3.313 -1.245 -5.888  -0.752
C28 -1.137 4.303 -1.106  -1.485
C29 1.996 2.312 -0.049  -0.311
H35 -0.170 -1.600 -4.681  0.400
H36 -1.483 5.190 -1.647  0.486
H37 -1.678 0.642 4.436  0.442
H38 -6.223 -0.491 -1.211  0.426
C30 -3.006 0.054 -3.888  0.014
C31 -3.847 -1.640 2.747  -1.431
O3 1.410 0.468 2.198  -0.227
C32 2.070 -0.373 -3.192  0.053
H39 0.131 2.128 -4.377  0.228
H40 -2.689 2.053 1.893  0.096
C33 -3.815 -0.373 -4.935  -0.854
H41 1.041 -5.980 -0.285  0.451
H42 -0.355 -0.109 3.531  -0.167
H43 2.751 4.892 0.251  0.325
H44 -1.119 3.897 -3.996  0.377
C34 -0.255 -1.265 -1.413  -2.143
N5 -1.594 -0.783 0.957  0.608
O4 3.108 2.933 -0.377  -0.338
C35 -2.001 -1.694 -5.787  -0.753
H45 -0.238 -2.190 2.402  -0.576
H46 0.590 -3.631 -0.996  0.248
H47 -4.114 3.792 -1.471  0.459
N6 0.736 -2.355 2.201  1.087
Si2 -1.920 2.797 -1.923  0.801
H48 4.086 -0.764 -3.810  0.450
H49 3.689 3.853 1.387  0.300
H50 3.336 -2.304 -0.887  0.238
C36 3.502 4.107 0.343  -0.952
C37 2.364 1.390 4.125  -0.436
H51 4.427 4.436 -0.116  0.294
C38 -0.736 -6.116 0.909  -0.751
H52 -3.703 2.634 -0.200  0.067
H53 -0.075 2.133 2.140  0.260
C39 2.141 1.746 -4.983  -0.772
C40 2.842 -2.875 2.245  -1.567
P2 -0.585 0.117 -2.391  1.040
H54 -4.719 -3.768 -3.524  0.461